(1)
{"formula": "C9H14N3O3", "method": "wB97M-V/def2-TZVPD", "species": ["C", "C", "C", "C", "C", "C", "C", "C", "C", "N", "N", "N", "O", "O", "O", "H", "H", "H", "H", "H", "H", "H", "H", "H", "H", "H", "H", "H", "H"], "coordinates": [[2.84, -1.67, -2.95], [3.09, -2.26, -1.74], [2.00, -0.58, -3.02], [2.38, -1.83, -0.59], [1.37, -0.15, -1.88], [1.39, -0.83, -0.70], [-3.20, 2.44, 2.49], [-0.03, -0.98, 1.49], [0.61, -0.31, 0.47], [-2.16, 0.50, -0.17], [1.00, 1.06, 0.66], [-3.74, 1.60, 1.70], [2.03, 1.25, 1.23], [0.23, 1.89, 0.19], [-0.58, -0.13, 2.39], [3.26, -1.97, -3.82], [3.93, -2.94, -1.69], [1.65, -0.23, -3.93], [2.74, -2.21, 0.39], [0.58, 0.56, -2.03], [-3.63, 2.82, 3.33], [-2.15, 2.81, 2.21], [-0.28, -1.97, 1.38], [-2.76, 0.82, -0.91], [-1.79, -0.42, -0.20], [-2.65, 0.84, 0.76], [-1.25, 1.00, -0.32], [-4.71, 1.38, 2.01], [-0.19, -0.50, 3.24]], "largest_force_ev_per_a": 6.480, "orbital_gap_ev": 9.03, "e_tot_ev": -20161.2471, "charge": 1}


(2)
{"formula": "C9H14N3S", "method": "wB97M-V/def2-TZVPD", "species": ["C", "C", "C", "C", "C", "C", "C", "C", "C", "N", "N", "N", "S", "H", "H", "H", "H", "H", "H", "H", "H", "H", "H", "H", "H", "H", "H"], "coordinates": [[-2.56, 1.98, 0.37], [-2.62, 1.05, -0.69], [-1.38, 1.91, 1.14], [-1.47, 0.34, -1.11], [-0.29, 1.19, 0.78], [-0.21, 0.43, -0.42], [0.94, -0.25, -0.93], [-0.43, -2.77, -0.44], [2.90, 1.56, 0.10], [0.28, -3.67, 0.17], [4.03, 1.98, 0.74], [-1.43, -2.07, 0.16], [2.59, 0.02, -0.42], [-3.47, 2.54, 0.56], [-3.36, 1.15, -1.44], [-1.29, 2.55, 1.92], [-1.58, -0.36, -1.91], [0.52, 1.39, 1.38], [0.89, -0.99, -1.68], [-0.33, -2.86, -1.51], [2.04, 2.17, 0.24], [-0.09, -4.18, 0.98], [0.68, -4.36, -0.47], [4.83, 1.44, 0.45], [3.99, 2.86, 1.25], [-1.70, -1.05, -0.40], [-1.48, -1.98, 1.15]], "largest_force_ev_per_a": 4.234, "orbital_gap_ev": [6.47, 6.48], "e_tot_ev": -24855.8970, "charge": 1}


(3)
{"formula": "C9H14N4P", "method": "wB97M-V/def2-TZVPD", "species": ["C", "N", "C", "C", "N", "C", "N", "C", "C", "N", "C", "C", "P", "C", "H", "H", "H", "H", "H", "H", "H", "H", "H", "H", "H", "H", "H", "H"], "coordinates": [[-3.43, -1.76, -0.27], [-2.77, -0.55, -0.14], [-3.34, 0.65, 0.23], [-2.37, 1.56, 0.43], [-1.17, 0.93, 0.09], [0.05, 1.72, 0.01], [1.06, 0.94, -0.69], [2.46, 1.50, -0.84], [3.31, 0.56, -0.31], [2.64, -0.68, -0.22], [3.09, -1.68, 0.66], [1.30, -0.35, 0.08], [-0.28, -1.59, -0.80], [-1.42, -0.39, -0.22], [-4.17, -1.86, 0.59], [-4.00, -1.99, -1.18], [-2.65, -2.61, -0.19], [-4.33, 0.83, 0.48], [-2.34, 2.59, 0.53], [-0.21, 2.61, -0.52], [0.39, 1.94, 1.07], [0.73, 0.59, -1.61], [2.59, 2.56, -0.91], [4.40, 0.71, -0.08], [3.29, -1.47, 1.73], [2.09, -2.33, 0.63], [3.91, -2.28, 0.30], [1.17, -0.15, 1.16]], "largest_force_ev_per_a": 4.288, "orbital_gap_ev": 7.88, "e_tot_ev": -24799.1366, "charge": 1, "smiles": "CN1C=CN2C[N@H+]3C=CN(C)[C@@H]3P=C12"}


(4)
{"formula": "C9H14NO", "method": "wB97M-V/def2-TZVPD", "species": ["C", "C", "C", "C", "N", "C", "C", "C", "C", "C", "O", "H", "H", "H", "H", "H", "H", "H", "H", "H", "H", "H", "H", "H", "H"], "coordinates": [[2.05, -1.03, -1.57], [1.24, -0.13, -0.60], [1.64, -0.52, 0.83], [1.24, 1.39, -0.95], [-0.19, 1.31, -1.35], [-0.28, -0.07, -0.93], [-1.53, -0.13, 0.41], [-2.02, -1.22, 1.03], [-2.76, -0.58, 2.09], [-2.69, 0.79, 1.90], [-1.84, 1.09, 0.83], [3.09, -0.66, -1.54], [1.49, -1.07, -2.52], [2.05, -2.10, -1.29], [2.73, -0.35, 1.03], [1.56, -1.58, 1.19], [1.16, 0.11, 1.66], [1.42, 2.16, -0.10], [1.88, 1.77, -1.72], [-0.83, 1.67, -0.66], [-0.55, 1.58, -2.36], [-0.64, -0.70, -1.77], [-1.73, -2.24, 0.99], [-3.25, -1.08, 2.94], [-3.22, 1.58, 2.42]], "largest_force_ev_per_a": 7.224, "orbital_gap_ev": 9.27, "e_tot_ev": -13087.7917, "charge": 1, "smiles": "CC1(C)C[NH2+][C@@H]1c1ccco1"}


(5)
{"formula": "C9H14NOS", "method": "wB97M-V/def2-TZVPD", "species": ["C", "C", "C", "C", "C", "C", "C", "C", "C", "N", "O", "S", "H", "H", "H", "H", "H", "H", "H", "H", "H", "H", "H", "H", "H", "H"], "coordinates": [[-1.40, 0.08, 1.00], [-0.56, -0.97, 0.70], [-0.57, 1.46, -0.64], [-1.38, 1.37, 0.39], [0.52, 0.47, -1.12], [2.37, 0.85, 0.68], [0.56, -0.82, -0.26], [-2.17, 2.40, 1.12], [0.61, -2.04, -1.16], [1.78, -0.95, 0.59], [3.60, 0.82, 1.17], [2.17, 1.22, -1.10], [-2.09, -0.11, 1.83], [-0.83, -1.93, 1.14], [-0.59, 2.43, -1.04], [0.36, 0.15, -2.12], [1.57, 1.11, 1.48], [-1.99, 3.41, 0.78], [-1.84, 2.16, 2.22], [-3.23, 2.25, 0.99], [1.46, -1.99, -1.83], [-0.37, -2.03, -1.79], [0.58, -2.98, -0.74], [2.58, -1.24, 0.02], [1.56, -1.67, 1.30], [4.36, 1.05, 0.48]], "largest_force_ev_per_a": 4.299, "orbital_gap_ev": 8.72, "e_tot_ev": -23923.7329, "charge": 1}


(6)
{"formula": "C9H14O", "method": "wB97M-V/def2-TZVPD", "species": ["C", "C", "C", "C", "C", "C", "C", "O", "H", "H", "H", "H", "H", "H", "H", "H", "C", "C", "H", "H", "H", "H", "H", "H"], "coordinates": [[2.12, -2.05, -2.05], [1.46, 1.04, 0.16], [2.08, -0.20, -0.32], [0.22, 1.44, -0.38], [1.58, -0.83, -1.42], [-0.13, 1.00, -1.74], [0.58, -0.10, -2.13], [-0.72, 2.21, 0.26], [2.02, 1.41, 1.02], [3.06, -0.36, 0.28], [-0.29, 2.71, 0.97], [-0.97, 1.54, -2.16], [2.09, -2.77, -1.35], [3.10, -1.91, -2.52], [0.32, -0.55, -3.04], [1.48, -2.61, -2.74], [-2.60, -0.42, 3.56], [-3.23, -1.45, 2.49], [-1.56, -0.07, 3.39], [-3.44, 0.27, 3.58], [-2.64, -0.73, 4.57], [-2.78, -1.40, 1.54], [-2.92, -2.51, 2.77], [-4.27, -1.31, 2.50]], "largest_force_ev_per_a": 5.213, "s_squared": 0.760, "orbital_gap_ev": [2.49, 7.05], "e_tot_ev": -11603.9844, "spin_multiplicity": 2, "charge": -1}


(7)
{"formula": "C9H14O", "method": "wB97M-V/def2-TZVPD", "species": ["C", "C", "C", "C", "C", "O", "C", "C", "H", "H", "H", "H", "H", "H", "H", "H", "C", "C", "H", "H", "H", "H", "H", "H"], "coordinates": [[-1.74, -1.89, -0.48], [-0.52, -1.41, 0.32], [-0.72, -1.01, 1.63], [0.42, -0.64, 2.36], [1.57, -0.26, 1.62], [2.60, 0.54, 2.05], [1.65, -0.53, 0.26], [0.69, -1.34, -0.36], [-1.52, -2.82, -1.04], [-2.13, -1.10, -1.14], [-2.50, -2.26, 0.23], [-1.70, -1.14, 2.16], [0.32, -0.27, 3.37], [2.88, 0.47, 3.00], [2.51, -0.10, -0.26], [0.60, -1.57, -1.43], [-0.99, 1.82, -1.85], [0.40, 1.89, -1.24], [-1.55, 0.91, -1.63], [-1.61, 2.55, -1.40], [-0.97, 2.03, -2.92], [0.96, 1.00, -1.29], [0.33, 2.41, -0.26], [1.03, 2.71, -1.70]], "largest_force_ev_per_a": 3.125, "orbital_gap_ev": 9.16, "e_tot_ev": -11606.2453, "charge": 0, "smiles": "Cc1ccc(O)cc1.CC"}


(8)
{"formula": "C9H14O", "method": "wB97M-V/def2-TZVPD", "species": ["C", "C", "C", "C", "C", "O", "C", "C", "H", "H", "H", "H", "H", "H", "H", "H", "C", "C", "H", "H", "H", "H", "H", "H"], "coordinates": [[1.46, -2.10, -1.25], [1.39, -0.83, -0.44], [0.40, -0.58, 0.53], [0.25, 0.59, 1.27], [1.11, 1.63, 0.82], [0.96, 2.74, 1.63], [2.22, 1.44, -0.05], [2.30, 0.20, -0.74], [1.67, -2.99, -0.69], [2.24, -2.20, -2.02], [0.48, -2.18, -1.83], [-0.28, -1.40, 0.77], [-0.63, 0.84, 1.81], [0.18, 2.66, 2.11], [2.86, 2.24, -0.34], [2.92, 0.11, -1.58], [-3.30, -0.88, -0.72], [-4.67, -1.51, -0.64], [-2.89, -0.70, 0.28], [-2.48, -1.29, -1.31], [-3.45, 0.19, -1.09], [-4.70, -2.45, -0.07], [-5.46, -0.82, -0.19], [-5.13, -1.69, -1.58]], "largest_force_ev_per_a": 4.838, "orbital_gap_ev": 9.18, "e_tot_ev": -11606.3403, "charge": 0, "smiles": "Cc1ccc(O)cc1.CC"}


(9)
{"formula": "C9H14O", "method": "wB97M-V/def2-TZVPD", "species": ["C", "C", "C", "C", "C", "C", "C", "H", "H", "H", "H", "H", "H", "H", "H", "C", "C", "O", "H", "H", "H", "H", "H", "H"], "coordinates": [[0.22, 2.90, 0.31], [-0.54, 1.81, -0.38], [0.04, 0.96, -1.30], [-0.66, -0.04, -1.95], [-2.01, -0.19, -1.77], [-2.63, 0.68, -0.85], [-1.92, 1.64, -0.18], [-0.15, 3.89, 0.18], [1.26, 2.86, -0.02], [0.26, 2.67, 1.38], [1.10, 1.07, -1.52], [-0.10, -0.66, -2.63], [-2.68, -0.88, -2.24], [-3.69, 0.59, -0.67], [-2.46, 2.27, 0.53], [1.05, -2.07, 2.04], [1.50, -2.23, 0.58], [2.78, -2.88, 0.52], [-0.03, -2.23, 2.13], [1.24, -1.07, 2.41], [1.60, -2.79, 2.64], [0.82, -2.86, 0.00], [1.55, -1.25, 0.08], [3.45, -2.20, 0.72]], "largest_force_ev_per_a": 1.665, "orbital_gap_ev": 10.00, "e_tot_ev": -11607.1222, "charge": 0, "smiles": "Cc1ccccc1.CCO"}


(10)
{"formula": "C9H14O", "method": "wB97M-V/def2-TZVPD", "species": ["C", "C", "C", "C", "C", "C", "C", "H", "H", "H", "H", "H", "H", "H", "H", "C", "C", "O", "H", "H", "H", "H", "H", "H"], "coordinates": [[4.34, -0.87, 0.42], [2.91, -1.32, 0.29], [2.22, -1.02, -0.89], [0.86, -1.26, -1.00], [0.15, -1.77, 0.09], [0.82, -1.97, 1.28], [2.21, -1.83, 1.38], [4.62, -0.23, -0.41], [5.05, -1.71, 0.39], [4.54, -0.40, 1.38], [2.69, -0.50, -1.70], [0.36, -0.87, -1.87], [-0.90, -2.03, 0.08], [0.24, -2.20, 2.17], [2.71, -2.05, 2.31], [-4.11, 1.73, 0.33], [-3.52, 2.24, -0.97], [-2.65, 3.33, -0.64], [-4.67, 0.82, 0.14], [-4.78, 2.50, 0.71], [-3.36, 1.51, 1.08], [-3.04, 1.46, -1.57], [-4.33, 2.68, -1.55], [-2.37, 3.77, -1.45]], "largest_force_ev_per_a": 1.181, "orbital_gap_ev": 9.83, "e_tot_ev": -11607.0333, "charge": 0, "smiles": "Cc1ccccc1.CCO"}


Question: Which value of charge does entry 8 give?
Answer: 0


Question: Among the records above, which one has the lowest charge?
Answer: number 6